146
Properties=species:S:1:pos:R:3:forces:R:3:mulliken_charge:R:1 method="wB97M-V/def2-TZVPD" homo_lumo_gap_ev=9.49 largest_force_ev_per_a=7.35 e_homo_ha=-0.3412 total_charge=0 mol_weight_g_mol=1238.09 energy_ha=-6914.78873
N -3.6432 0.6384 0.7992 -0.375 0.262 -0.313 0.785
H -4.3092 0.9472 0.1055 0.361 0.298 -0.502 0.409
H -3.8016 -0.3344 1.0197 0.034 -1.089 0.049 0.482
H -3.8089 1.0967 1.6839 0.119 0.819 0.881 0.273
H -2.6743 0.7822 0.5530 0.408 0.412 -0.424 -0.207
Cl -0.0171 0.7221 1.4065 2.036 -0.079 1.349 0.698
O -0.7837 1.9019 1.0860 -1.017 -0.168 -1.132 -0.294
O -0.7898 -0.1164 2.3072 -0.015 0.116 -0.627 -0.417
O 0.4173 -0.0495 0.2550 -1.108 0.201 -0.323 -0.114
O 1.1862 1.1946 2.0423 0.002 -0.226 0.454 -0.643
C 2.1623 -0.7381 -5.8199 -0.789 0.947 -0.791 -0.819
O 2.8107 -0.9354 -4.5592 -0.037 -1.662 -0.001 0.205
P 3.0417 -2.4610 -4.0385 1.338 0.602 0.354 0.358
O 2.4357 -3.5574 -4.8268 0.085 1.119 1.107 -0.755
O 4.7009 -2.5411 -4.0330 -2.006 0.186 0.200 -0.370
C 5.4067 -3.4009 -3.1491 0.843 0.081 1.051 -0.766
O 2.5706 -2.3098 -2.4900 0.784 -1.699 -1.549 0.285
C 3.1436 -1.3630 -1.5911 -1.055 1.599 0.057 -0.182
H 1.5704 -1.5819 -6.1745 0.771 -0.471 0.017 0.407
H 2.8548 -0.3071 -6.5429 0.282 -0.663 -0.054 0.239
H 1.4024 0.0426 -5.7862 0.111 0.272 0.911 0.226
H 6.1749 -3.9888 -3.6513 -0.395 -0.003 -0.486 0.299
H 4.8377 -4.0575 -2.4908 -0.647 -0.094 -0.537 0.305
H 5.9608 -2.7947 -2.4325 0.058 0.390 -0.063 0.282
H 2.2598 -0.8823 -1.1717 0.159 0.328 0.168 -0.051
H 3.6858 -0.6004 -2.1502 0.203 -0.061 0.167 0.027
H 3.7002 -1.7144 -0.7223 0.245 -0.839 -0.528 0.329
C 3.3020 -2.4565 4.2025 0.425 0.016 -0.268 -0.595
O 2.8872 -3.6856 3.5375 -0.493 0.242 0.459 -0.338
P 1.4547 -4.2930 3.8621 0.794 -3.842 -0.770 1.114
O 0.8047 -3.8032 5.0638 -0.756 0.814 0.291 -0.697
O 0.6407 -4.3598 2.4638 0.535 0.578 1.380 -0.357
C 0.6765 -3.2618 1.5215 0.423 0.046 0.155 0.174
O 1.8729 -5.9083 4.0288 0.377 1.940 -1.097 -0.388
C 1.0775 -6.9510 4.5523 -1.195 0.989 1.175 -0.637
H 3.7428 -1.8657 3.3996 -0.507 0.412 0.138 0.163
H 4.1141 -2.5865 4.9179 -0.045 -0.793 -0.006 0.299
H 2.4895 -1.9977 4.7659 -0.092 0.125 -0.508 0.330
H 1.0278 -3.7295 0.6017 -0.208 0.406 -0.148 0.085
H 1.3682 -2.4800 1.8351 0.201 -0.119 -0.026 0.156
H -0.2807 -2.7487 1.4291 -0.143 -0.460 0.001 -0.122
H 0.0181 -6.7079 4.4713 -0.204 -0.228 -0.625 0.230
H 1.1753 -6.9535 5.6380 0.519 -0.339 0.133 0.283
H 1.2903 -7.9380 4.1417 0.274 0.385 -0.266 0.264
C -5.2852 -3.1738 -2.4199 0.312 0.250 1.079 -0.016
O -4.2781 -3.4108 -3.3632 4.059 -1.071 -1.114 -0.404
P -2.7493 -3.9422 -2.9089 -1.156 1.065 1.349 0.802
O -2.7904 -5.0409 -1.9054 0.242 1.182 -0.989 -0.651
O -1.9803 -4.2761 -4.2549 -1.643 -0.537 0.265 -0.420
C -0.6185 -4.7207 -4.2844 1.518 1.233 -0.019 -0.376
O -2.0234 -2.5355 -2.3397 -4.888 -3.223 -4.441 -0.059
C -1.0962 -2.5736 -1.3958 3.078 1.680 2.578 -0.402
H -6.1584 -3.7467 -2.7322 -0.096 0.336 0.210 0.258
H -5.4196 -2.0945 -2.3484 -0.547 0.007 -0.317 0.209
H -4.9574 -3.4536 -1.4187 -0.211 -0.433 0.084 -0.237
H -0.3171 -5.0107 -5.2910 -0.556 0.432 -0.138 0.297
H -0.2161 -5.5284 -3.6730 -1.238 -0.222 0.639 0.279
H -0.0717 -3.8268 -3.9843 0.545 -0.196 -0.299 0.027
H -0.5364 -3.4741 -1.1431 -0.502 -0.504 -0.411 0.573
H -1.5324 -2.1546 -0.4891 0.350 -0.028 0.403 0.013
H -0.3848 -1.8606 -1.8123 0.766 0.142 0.915 0.060
C 5.3814 1.5721 -3.7810 -0.338 0.549 -1.186 -0.577
O 4.4438 2.5695 -3.3859 -2.298 1.368 0.527 -0.179
P 2.9205 2.7178 -3.9017 -0.977 -1.143 0.643 0.342
O 2.7059 2.5037 -5.3387 0.352 0.482 -0.114 -0.705
O 2.1339 1.5869 -3.0409 2.062 1.628 0.168 0.460
C 0.7886 1.2105 -3.2116 -0.491 -0.157 0.471 -0.428
O 2.3189 4.1400 -3.3509 0.440 -2.432 0.563 -0.139
C 2.3328 5.3314 -4.1235 1.460 -0.372 -0.209 -0.825
H 4.9579 0.9870 -4.5973 -0.089 -0.593 0.422 0.201
H 5.6844 1.0239 -2.8889 0.084 -0.090 -0.359 0.170
H 6.1649 2.1444 -4.2776 0.526 -0.277 0.493 0.332
H 0.2414 1.3834 -2.2848 0.001 0.447 0.032 0.018
H 0.7664 0.1237 -3.2929 -0.009 0.033 -0.663 -0.102
H 0.3431 1.7568 -4.0429 -0.170 -0.365 -0.118 0.515
H 3.2464 5.2524 -4.7127 -0.186 0.598 -0.502 0.386
H 2.4837 6.1367 -3.4046 -0.453 0.143 -0.239 0.287
H 1.4605 5.4154 -4.7717 0.003 0.077 0.238 0.232
C -6.3886 -1.4982 3.5567 0.981 1.598 0.476 -0.536
O -6.1383 -2.6936 2.9026 2.314 -1.708 -2.203 -0.400
P -4.5792 -2.9021 2.3020 -3.428 -2.823 -0.202 0.141
O -3.9720 -1.6676 1.8437 0.326 0.514 -0.348 -0.293
O -3.8167 -3.5849 3.4953 -0.026 -0.280 -0.642 -0.239
C -2.8940 -2.7819 4.2271 1.594 0.636 0.162 -0.218
O -4.8388 -4.0750 1.1585 -0.370 2.595 2.781 -0.379
C -3.8164 -5.0186 0.8839 0.808 -0.188 -1.121 -0.605
H -6.1566 -0.6220 2.9513 -0.733 0.065 -0.707 0.204
H -5.6095 -1.3181 4.2975 -0.464 -0.335 1.010 0.187
H -7.4127 -1.4916 3.9298 0.300 0.002 0.078 0.308
H -3.4105 -1.9618 4.7259 0.087 -0.365 0.433 0.199
H -2.1205 -2.3150 3.6173 -0.403 0.164 -0.710 -0.030
H -2.2435 -3.4130 4.8325 -0.827 -0.192 0.560 0.285
H -4.1342 -5.4897 -0.0463 -0.107 -0.525 0.468 0.262
H -3.6057 -5.6929 1.7139 -0.264 0.020 -0.090 0.381
H -2.9057 -4.5273 0.5413 0.188 0.177 0.426 0.192
C 8.3638 -0.1618 3.0474 0.033 0.658 0.708 -0.663
O 8.1878 0.9097 2.1085 -1.604 1.932 -0.522 -0.290
P 6.9544 1.9910 2.3586 0.208 -0.932 -0.870 0.740
O 6.5666 2.2255 3.7501 0.830 0.690 -0.256 -0.703
O 7.2108 3.3180 1.4115 0.369 -1.295 2.472 -0.355
C 7.6077 3.2357 0.0804 0.490 -0.420 -2.008 -0.590
O 5.7992 1.2168 1.6070 3.316 -0.975 -0.333 0.100
C 4.4956 1.5417 1.6134 -3.559 0.268 0.063 -0.661
H 9.0847 0.2440 3.7571 0.209 -0.643 0.114 0.278
H 8.7018 -1.0643 2.5381 0.131 0.325 -0.126 0.249
H 7.4620 -0.3942 3.6139 -0.177 0.098 -0.208 0.304
H 8.1598 2.3285 -0.1648 -0.424 -0.417 0.164 0.292
H 8.3093 3.9893 -0.2773 0.059 0.630 0.999 0.325
H 6.7584 3.3739 -0.5888 -0.271 -0.414 0.102 0.189
H 3.9207 0.6215 1.5091 -0.076 -0.008 -0.557 0.065
H 4.2640 2.2344 0.8043 -0.218 0.003 -0.035 0.322
H 4.0736 1.9172 2.5455 0.574 0.464 0.252 0.393
C -3.9176 2.6651 6.0951 -0.923 -1.436 0.853 -0.880
O -2.9390 3.2183 5.2553 0.539 1.311 -0.858 -0.325
P -3.2523 3.2638 3.6819 0.683 0.108 0.719 0.687
O -3.6059 1.8889 3.2459 -0.259 1.435 -0.426 -0.351
O -4.3493 4.4032 3.5238 -0.174 -1.748 -0.966 -0.289
C -4.7555 5.3994 4.4355 1.527 0.522 -0.238 -0.796
O -1.9803 3.9787 3.0222 -0.222 -0.743 0.769 -0.278
C -2.1215 4.7203 1.8094 -0.420 -0.290 -1.069 -0.836
H -3.4469 1.9029 6.7160 0.044 -0.165 -0.245 0.304
H -4.7442 2.2152 5.5452 0.204 -0.303 -0.276 0.329
H -4.4354 3.2970 6.8168 0.590 1.046 -0.248 0.293
H -3.8956 5.7839 4.9840 0.113 -0.472 0.591 0.348
H -5.5014 4.9694 5.1040 -0.346 0.789 -0.253 0.255
H -4.9053 6.2445 3.7636 -1.449 0.058 0.445 0.313
H -1.2637 4.6635 1.1394 0.662 -0.203 0.890 0.278
H -2.3447 5.7713 1.9929 -0.145 -0.126 0.215 0.356
H -2.8672 4.2547 1.1650 -0.538 0.214 0.211 0.318
C -4.6633 5.4643 -1.2581 0.180 0.177 -0.703 -0.753
O -4.2897 4.0857 -1.0408 0.180 -0.726 -1.065 -0.337
P -3.5958 3.2273 -2.2440 0.164 0.964 -0.216 0.607
O -3.2981 1.8232 -1.8532 -0.084 1.733 -0.195 -0.150
O -4.6717 3.3834 -3.4454 1.231 -0.426 0.561 -0.376
C -4.3705 2.9509 -4.8143 0.290 0.515 0.301 -0.649
O -2.3426 4.1989 -2.7384 -2.680 -0.380 0.534 -0.295
C -1.0863 4.2392 -2.0429 0.785 -2.006 -1.157 0.016
H -4.6632 5.7210 -2.3175 0.267 -0.170 -0.089 0.336
H -3.9412 6.1113 -0.7601 -0.163 -0.068 0.164 0.246
H -5.6887 5.6709 -0.9514 0.168 -0.415 0.527 0.289
H -4.8981 2.0493 -5.1255 -0.415 0.189 0.501 0.270
H -3.3144 2.7222 -4.9573 0.085 0.287 0.200 0.260
H -4.6567 3.8177 -5.4101 0.082 -0.327 -0.232 0.271
H -1.1347 3.6500 -1.1272 0.193 0.300 0.173 -0.028
H -0.5514 5.1858 -1.9665 -1.060 0.460 0.215 0.276
H -0.5008 3.6880 -2.7787 0.776 -0.185 0.620 -0.063